[1]
56
Properties=species:S:1:pos:R:3:nbo_charge:R:1 method="wB97M-V/def2-TZVPD" gap_ev="5.063 / 4.131" relative_energy_kj_mol=391.8 spin_multiplicity=7 homo_ev="-5.3 / -6.1"
Eu -0.3062 -0.0546 -0.8802 1.763
C 1.8501 3.8469 0.7131 -0.697
C 1.3911 2.7407 -0.1808 0.321
N 0.1223 2.4573 -0.4111 -0.437
N -0.7700 3.3184 0.1288 -0.250
C -2.0438 2.9793 -0.0450 0.244
N -2.9058 3.9175 0.4413 -0.760
S -2.7371 1.5679 -0.7478 -0.207
C 2.3777 1.8908 -0.8515 0.075
C 3.7187 1.8912 -0.4526 -0.230
C 4.6302 1.1286 -1.1532 -0.182
C 4.1991 0.3792 -2.2447 -0.301
C 2.8502 0.4069 -2.5492 0.080
N 1.9539 1.1280 -1.8821 -0.513
H 1.0593 4.5790 0.8262 0.248
H 2.7475 4.3305 0.3230 0.222
H 2.0786 3.4416 1.7067 0.237
H -2.5347 4.8100 0.7167 0.399
H -3.8874 3.8056 0.2673 0.409
H 4.0267 2.4857 0.3970 0.216
H 5.6728 1.1193 -0.8574 0.211
H 4.8811 -0.2204 -2.8320 0.218
H 2.4665 -0.1904 -3.3703 0.195
N 2.5986 -1.3502 2.4734 -0.716
C 1.1697 -1.8134 2.2074 -0.623
C 0.7061 -2.8906 3.1715 -0.642
P 0.2093 -0.2077 2.2044 2.386
O -0.3258 -0.0143 3.7026 -0.995
O 1.2987 0.7807 1.9305 -1.127
O -0.9536 -0.3408 1.2655 -1.121
P 1.1916 -2.3490 0.4327 2.375
O 2.2951 -3.5308 0.4992 -1.019
O -0.1280 -2.8504 -0.0240 -1.097
O 1.7746 -1.1675 -0.2800 -1.138
H 2.5528 -0.3469 2.1632 0.496
H 3.2924 -1.8788 1.9454 0.439
H 2.8231 -1.3963 3.4655 0.420
H 0.6781 -2.5208 4.1988 0.225
H 1.3448 -3.7748 3.1193 0.222
H -0.3052 -3.1923 2.8994 0.263
H -1.2816 0.1146 3.7200 0.522
H 1.9132 -4.3741 0.2336 0.523
Cl -6.9651 -1.1978 -0.4853 -0.035
C -5.3630 -1.2567 -1.1510 -0.096
C -5.1020 -0.5948 -2.3486 -0.209
C -3.8274 -0.6231 -2.8695 -0.237
C -2.7898 -1.3305 -2.2217 -0.020
C -1.4745 -1.3629 -2.7708 -0.912
C -3.0924 -1.9877 -1.0078 -0.238
C -4.3674 -1.9512 -0.4767 -0.213
H -5.8951 -0.0556 -2.8502 0.219
H -3.6120 -0.0914 -3.7889 0.210
H -1.3822 -0.9505 -3.7696 0.213
H -0.9218 -2.2853 -2.6197 0.222
H -2.3071 -2.5218 -0.4891 0.226
H -4.5950 -2.4464 0.4578 0.214


[2]
45
Properties=species:S:1:pos:R:3:nbo_charge:R:1 method="wB97M-V/def2-TZVPD" gap_ev=9.093 smiles="C[C@@H]1CN(C(=O)Nc2cccc(Cl)c2)C2(CCCCCC2)O1" relative_energy_kj_mol=79.3 homo_ev=-8.4
C -3.4299 -1.9761 1.3747 -0.632
C -3.0491 -1.6149 -0.0612 0.093
C -1.7869 -2.3334 -0.5285 -0.228
N -0.7532 -1.3415 -0.2867 -0.489
C 0.5424 -1.7726 -0.3033 0.804
O 0.7979 -2.9549 -0.4061 -0.653
N 1.4982 -0.7857 -0.1935 -0.642
C 2.8802 -0.9299 -0.1288 0.255
C 3.5270 -2.1636 -0.1318 -0.272
C 4.9058 -2.2158 -0.0565 -0.173
C 5.6677 -1.0621 0.0241 -0.271
C 5.0162 0.1594 0.0273 -0.004
Cl 5.9357 1.6225 0.1282 0.000
C 3.6389 0.2387 -0.0479 -0.309
C -1.3472 -0.0062 -0.1637 0.466
C -1.0000 0.6241 1.2002 -0.424
C -1.5763 2.0254 1.4008 -0.413
C -0.8484 3.0960 0.5860 -0.402
C -1.4276 3.3336 -0.8123 -0.395
C -1.9231 2.0774 -1.5307 -0.413
C -0.9960 0.8690 -1.3891 -0.429
O -2.7451 -0.2396 -0.2142 -0.544
H -4.1732 -1.2743 1.7443 0.219
H -3.8477 -2.9789 1.3983 0.216
H -2.5598 -1.9466 2.0257 0.206
H -3.9021 -1.8113 -0.7199 0.192
H -1.8282 -2.5859 -1.5946 0.196
H -1.5716 -3.2410 0.0362 0.231
H 1.1784 0.1696 -0.1979 0.396
H 2.9421 -3.0649 -0.1969 0.260
H 5.3986 -3.1759 -0.0609 0.218
H 6.7430 -1.1064 0.0830 0.226
H 3.1573 1.2057 -0.0434 0.215
H 0.0795 0.6564 1.3517 0.198
H -1.4113 -0.0359 1.9658 0.219
H -2.6381 2.0199 1.1577 0.212
H -1.4796 2.2656 2.4619 0.214
H 0.2068 2.8224 0.5094 0.184
H -0.8841 4.0439 1.1269 0.215
H -2.2673 4.0276 -0.7388 0.204
H -0.6607 3.8197 -1.4206 0.200
H -2.9066 1.7921 -1.1601 0.223
H -2.0328 2.3166 -2.5902 0.214
H 0.0404 1.2047 -1.3597 0.191
H -1.1103 0.2267 -2.2651 0.223


[3]
52
Properties=species:S:1:pos:R:3:nbo_charge:R:1 method="wB97M-V/def2-TZVPD" gap_ev="7.000 / 6.260" relative_energy_kj_mol=0.0 spin_multiplicity=4 homo_ev="-9.7 / -11.2" total_charge=+1
Co -0.2132 -0.2480 -0.1664 0.514
P 1.8719 -0.9210 0.0959 0.840
C 2.1407 -1.3849 -1.5848 -0.426
C 1.0161 -1.6630 -2.3871 0.136
N -0.1935 -1.1764 -1.9306 -0.534
C -1.3429 -1.4796 -2.5543 0.250
C -1.3627 -2.3272 -3.6693 -0.206
C -0.1461 -2.7725 -4.2073 -0.154
C 1.0284 -2.4375 -3.5765 -0.183
C -2.6199 -0.9409 -1.9273 -0.766
P -2.1650 0.4822 -0.8815 0.880
H 1.9966 -2.8092 -3.9017 0.236
H -2.3267 -2.6133 -4.1023 0.239
H -0.1406 -3.3938 -5.1012 0.244
H -3.3698 -0.6364 -2.6676 0.252
H -3.0685 -1.7007 -1.2662 0.268
H 3.9197 3.0216 -3.2603 0.467
H 3.1324 -1.6361 -1.9597 0.233
H 0.1215 4.5002 -0.9842 0.459
O 3.6978 2.4942 -4.0207 -0.939
H 2.9404 2.9481 -4.4320 0.472
H 0.5166 0.6679 1.1547 0.494
O 0.1893 5.3544 -0.5628 -0.930
H 0.9125 5.2753 0.0820 0.472
C -2.2270 1.9072 -2.0097 -0.942
H -3.2210 1.9797 -2.4795 0.238
H -2.0092 2.8191 -1.4319 0.252
H -1.4561 1.7823 -2.7859 0.248
C -3.3934 0.7140 0.4177 -0.948
H -3.0842 1.5890 1.0106 0.259
H -4.3932 0.8763 -0.0092 0.242
H -3.3889 -0.1751 1.0687 0.252
C 1.9784 -2.2904 1.2492 -0.943
H 3.0201 -2.6044 1.3615 0.245
H 1.5787 -1.9860 2.2227 0.252
H 1.3806 -3.1331 0.8785 0.263
C 3.1174 0.2894 0.5684 -0.942
H 2.7645 0.8484 1.4433 0.242
H 4.0437 -0.2428 0.8028 0.241
H 3.2784 0.9706 -0.2726 0.261
F -0.3055 -0.4197 7.0101 -0.269
C -0.3570 -0.2107 5.6817 0.292
C 0.1455 0.9910 5.1679 0.292
F 0.6242 1.9450 5.9964 -0.270
C 0.1321 1.1860 3.7972 0.286
F 0.6215 2.3234 3.2440 -0.291
C -0.3779 0.2052 2.9554 0.199
O -0.3768 0.4715 1.5845 -0.776
C -0.9285 -0.9716 3.4686 0.281
F -1.4869 -1.9138 2.6474 -0.297
C -0.8821 -1.1976 4.8379 0.287
F -1.3323 -2.3566 5.3852 -0.273


[4]
54
Properties=species:S:1:pos:R:3:lowdin_charge:R:1 method="wB97M-V/def2-TZVPD" gap_ev="9.169 / 5.559" spin_multiplicity=6 homo_ev="-19.3 / -19.4" total_charge=+3
Ir -0.0182 0.0158 -1.2615 1.825
C 1.8878 2.4740 -1.6527 -0.111
C 2.1778 1.7309 -2.9368 -0.088
O 1.5825 0.4071 -2.8030 -0.265
C 2.4728 -0.7277 -3.0006 -0.105
C 1.5875 -1.8907 -3.3460 -0.113
O 0.5637 -1.9691 -2.3287 -0.244
C -0.5389 -2.8249 -2.7094 -0.109
C -1.6706 -2.5072 -1.7759 -0.111
O -1.8606 -1.0670 -1.8784 -0.266
C -3.0992 -0.5966 -1.2763 -0.109
C -3.1142 0.8877 -1.4930 -0.117
O -1.9171 1.3952 -0.8661 -0.235
C -1.7116 2.8193 -1.0296 -0.102
C -0.5081 3.0194 -1.9136 -0.110
O 0.5209 2.2377 -1.2663 -0.274
H 2.0588 3.5461 -1.7457 0.158
H 2.4859 2.0839 -0.8312 0.137
H 3.2491 1.6325 -3.1010 0.152
H 1.7222 2.1917 -3.8121 0.150
H 3.0422 -0.8900 -2.0839 0.152
H 3.1529 -0.5118 -3.8229 0.157
H 2.1497 -2.8245 -3.3627 0.162
H 1.1035 -1.7297 -4.3111 0.151
H -0.2306 -3.8675 -2.6331 0.163
H -0.8159 -2.5909 -3.7389 0.151
H -1.4396 -2.7513 -0.7378 0.138
H -2.5904 -3.0049 -2.0802 0.160
H -3.0909 -0.8529 -0.2167 0.142
H -3.9296 -1.0853 -1.7843 0.161
H -3.9856 1.3388 -1.0181 0.161
H -3.1057 1.1302 -2.5583 0.153
H -1.5276 3.2249 -0.0366 0.152
H -2.6059 3.2798 -1.4467 0.154
H -0.2009 4.0647 -1.9477 0.159
H -0.6752 2.6515 -2.9299 0.147
O -0.7193 -0.7564 0.7677 -0.030
C 0.2564 -0.2071 1.3453 -0.551
O 1.1211 0.3996 0.6591 -0.023
C 0.4006 -0.3114 2.8327 -0.053
C 1.2272 0.5333 3.5373 0.152
C 1.3208 0.3556 4.9438 -0.013
C 0.6241 -0.6268 5.6631 0.159
C -0.1583 -1.4522 4.9126 -0.028
C -0.2975 -1.3094 3.5198 0.179
N -0.9193 -2.5503 5.5889 -0.330
O -1.6937 -3.1442 4.8787 0.145
O -0.7902 -2.6127 6.7787 0.175
N 2.1461 1.2907 5.6701 -0.313
O 2.8160 0.9591 6.5915 0.265
O 1.9569 2.4255 5.2342 0.259
H 1.8214 1.3065 3.0669 0.157
H 0.7220 -0.7361 6.7378 0.169
H -0.9552 -2.0031 3.0086 0.153


[5]
48
Properties=species:S:1:pos:R:3:nbo_charge:R:1 method="wB97M-V/def2-TZVPD" gap_ev=8.474 smiles="CCOC(=O)CCCNC(=O)CSc1nc2ccc(OCC)cc2[nH]1" relative_energy_kj_mol=39.1 homo_ev=-7.8
C -1.3442 -3.6718 0.9047 -0.635
C -0.7429 -2.8084 -0.1942 -0.080
O 0.6723 -2.6737 -0.0473 -0.517
C 1.1091 -1.7887 0.8479 0.813
O 0.3820 -1.1029 1.5236 -0.632
C 2.6159 -1.7500 0.9514 -0.515
C 3.3898 -2.1661 -0.2992 -0.410
C 2.9884 -1.3875 -1.5621 -0.222
N 2.7773 0.0209 -1.3148 -0.652
C 3.7507 0.8335 -0.8776 0.658
O 4.9211 0.5313 -0.7753 -0.631
C 3.2358 2.2283 -0.5176 -0.605
S 2.3259 2.2229 1.0667 0.285
C 0.7516 1.6939 0.5557 0.254
N 0.4329 1.3119 -0.6527 -0.554
C -0.9004 0.9780 -0.5873 0.056
C -1.7561 0.4890 -1.5609 -0.189
C -3.0626 0.2134 -1.2035 -0.346
C -3.5265 0.4161 0.1032 0.378
O -4.7923 0.1388 0.5322 -0.515
C -5.7994 -0.2068 -0.3954 -0.062
C -6.2942 0.9898 -1.2034 -0.640
C -2.6741 0.9084 1.0894 -0.332
C -1.3715 1.1803 0.7301 0.208
N -0.2944 1.6671 1.4277 -0.552
H -2.4079 -3.7978 0.7250 0.217
H -0.8665 -4.6486 0.9231 0.208
H -1.2066 -3.1900 1.8693 0.225
H -1.1981 -1.8126 -0.1829 0.208
H -0.8790 -3.2680 -1.1755 0.187
H 2.8945 -0.7400 1.2585 0.240
H 2.8875 -2.4164 1.7752 0.241
H 3.2462 -3.2288 -0.4943 0.212
H 4.4474 -1.9862 -0.1025 0.232
H 2.0609 -1.7864 -1.9732 0.207
H 3.7848 -1.5020 -2.3045 0.210
H 1.8176 0.3765 -1.2805 0.442
H 2.5595 2.6184 -1.2759 0.254
H 4.0793 2.8989 -0.3612 0.256
H -1.4115 0.3257 -2.5697 0.223
H -3.7247 -0.1750 -1.9606 0.217
H -5.4612 -1.0132 -1.0585 0.167
H -6.6118 -0.5950 0.2257 0.194
H -5.4917 1.4118 -1.8035 0.214
H -6.6607 1.7609 -0.5305 0.215
H -7.1024 0.6801 -1.8602 0.215
H -3.0424 1.0498 2.0917 0.227
H -0.2339 1.8183 2.4195 0.427